The following is a quantum chemistry calculation of an isolated ion of composition ClF2OS and charge +1, from OMol25.

Properties
Charge: +1
Highest occupied orbital energy (alpha / beta), eV: -16.813 / -16.598
Energy above the lowest of the compared OMol25 structures with the same formula, charge and spin, kJ/mol: 409.0
LUMO level (alpha / beta), eV: -9.1 / -8.9
Electronic energy, eV: -30825.18069

Last column: natural (NBO) charge in e.
Cartesian coordinates (Å):
O  -0.75  -1.13  1.95  -0.449
F  -0.68  -0.59  -1.84  -0.367
F  0.35  1.50  -1.04  -0.383
S  0.54  -0.13  -0.89  1.441
Cl  -0.16  0.12  1.34  0.758